{
  "formula": "C5H8O",
  "method": "ωB97M-V with the def2-TZVPD basis set",
  "species": ["C", "C", "C", "C", "C", "O", "H", "H", "H", "H", "H", "H", "H", "H"],
  "xyz": [[-1.608006, 0.789306, 0.342303], [-0.993726, -0.073568, -0.745968], [1.047605, -0.987358, 0.550630], [1.534732, 0.323785, 0.037728], [0.461073, -0.415582, -0.724846], [-1.700666, -0.509346, -1.633313], [-0.935042, 1.056505, 1.161686], [-2.484001, 0.273762, 0.745638], [-1.973576, 1.707306, -0.129384], [0.415066, -0.983098, 1.435147], [1.672714, -1.869394, 0.455711], [1.282678, 1.223584, 0.591986], [2.512944, 0.355497, -0.435494], [0.768201, -0.891398, -1.651830]],
  "atomic_forces_ev_per_a": [[0.0, 0.0, 0.1], [-0.1, 0.0, -0.2], [0.0, -0.2, 0.2], [0.1, 0.2, 0.0], [-0.1, -0.1, -0.2], [0.3, 0.2, 0.3], [0.0, -0.1, -0.2], [0.1, 0.0, -0.1], [0.1, -0.1, 0.1], [0.1, 0.0, -0.2], [-0.1, 0.2, 0.0], [-0.1, -0.2, -0.1], [-0.2, 0.0, 0.1], [0.0, 0.0, 0.2]],
  "smiles": "CC(=O)C1CC1",
  "charge": 0,
  "lumo_energy_ev": 1.05
}


{
  "formula": "C41H45MnN5P2SSi2",
  "method": "ωB97M-V with the def2-TZVPD basis set",
  "species": ["Mn", "C", "Si", "C", "C", "N", "P", "C", "P", "N", "Si", "C", "C", "C", "C", "C", "C", "C", "C", "C", "C", "C", "C", "C", "C", "C", "C", "C", "C", "C", "C", "C", "C", "C", "C", "C", "C", "C", "H", "H", "H", "H", "H", "H", "H", "H", "H", "H", "H", "H", "H", "H", "H", "H", "H", "H", "H", "H", "H", "H", "H", "H", "H", "H", "H", "H", "H", "H", "H", "H", "H", "H", "H", "H", "H", "H", "N", "C", "C", "C", "C", "C", "C", "N", "C", "C", "C", "S", "C", "N", "H", "H", "H", "H", "H", "H", "H"],
  "xyz": [[-0.003515, -1.084422, 0.369199], [3.377379, -2.286487, 1.608758], [3.303959, -1.793036, -0.198788], [4.855365, -0.810951, -0.617593], [3.317533, -3.341207, -1.265155], [1.868893, -0.879551, -0.545590], [1.639851, 0.711863, -0.667621], [0.054041, 0.919058, -0.113260], [-1.509190, 0.753780, -0.750551], [-1.731215, -0.839904, -0.719167], [-3.073964, -1.850378, -1.126949], [-3.411824, -3.081648, 0.251808], [-4.632425, -0.844129, -1.429927], [-2.654666, -2.776897, -2.709369], [-2.596410, 1.606786, 0.426303], [-3.274847, 0.855866, 1.379241], [-3.960254, 1.481063, 2.412720], [-3.971139, 2.863487, 2.500750], [-3.283909, 3.621663, 1.559640], [-2.593257, 2.996631, 0.535243], [-1.877080, 1.416378, -2.397671], [-1.162144, 0.869205, -3.462345], [-1.429388, 1.257282, -4.764163], [-2.423583, 2.193739, -5.017891], [-3.156813, 2.725786, -3.967387], [-2.889652, 2.334828, -2.662510], [1.947922, 1.357976, -2.327904], [1.607501, 2.676805, -2.623675], [1.757129, 3.161077, -3.912499], [2.244731, 2.329421, -4.914150], [2.583393, 1.015659, -4.624235], [2.434424, 0.529913, -3.331363], [2.791957, 1.611772, 0.401070], [2.663887, 1.401687, 1.773328], [3.544009, 2.001753, 2.657684], [4.556689, 2.823817, 2.177963], [4.686387, 3.041029, 0.814515], [3.807390, 2.434404, -0.074066], [4.145625, -3.048652, 1.767086], [2.429491, -2.696004, 1.964366], [3.624082, -1.426011, 2.236493], [5.695751, -1.502920, -0.726605], [5.112848, -0.097355, 0.167920], [4.766806, -0.254853, -1.555028], [4.283127, -3.847422, -1.182798], [3.158137, -3.097502, -2.318912], [2.550802, -4.057994, -0.965764], [-3.289661, -2.627014, 1.238805], [-2.749257, -3.948541, 0.212472], [-4.439746, -3.447947, 0.180320], [-4.984114, -0.318049, -0.540902], [-5.426661, -1.526483, -1.748716], [-4.496842, -0.108553, -2.226686], [-1.683647, -3.270698, -2.615152], [-2.588641, -2.083119, -3.551669], [-3.397975, -3.538805, -2.956190], [-3.244357, -0.225517, 1.332136], [-4.470320, 0.881966, 3.156202], [-4.500214, 3.352539, 3.308780], [-3.275262, 4.701920, 1.633171], [-2.028618, 3.597892, -0.169163], [-0.399735, 0.123578, -3.272186], [-0.859840, 0.826332, -5.577750], [-2.633680, 2.499479, -6.035079], [-3.947033, 3.439766, -4.161354], [-3.485702, 2.739338, -1.855046], [1.217013, 3.322634, -1.844408], [1.485296, 4.183859, -4.139873], [2.357438, 2.707480, -5.922355], [2.963907, 0.367172, -5.403261], [2.679287, -0.500508, -3.099266], [1.868592, 0.769483, 2.150955], [3.433428, 1.831437, 3.721274], [5.243240, 3.295306, 2.869815], [5.474588, 3.680270, 0.437221], [3.927290, 2.595887, -1.137784], [-0.392829, -2.448817, 4.265631], [-0.483143, -1.126951, 4.688530], [-0.644232, -0.563489, 5.938555], [-0.714442, 0.828663, 6.007095], [-0.631988, 1.608859, 4.858100], [-0.471633, 1.039451, 3.598900], [-0.388121, -0.345849, 3.520338], [-0.236727, -1.170253, 2.426988], [-0.257626, -2.450663, 2.894680], [-0.168859, -3.543948, 2.028637], [-0.186403, -4.934828, 2.222310], [-0.060783, -5.739112, 0.694263], [0.031206, -4.224682, -0.096180], [-0.032771, -3.193028, 0.680154], [-0.435191, -3.264362, 4.847069], [-0.715108, -1.173165, 6.830551], [-0.840555, 1.306339, 6.969864], [-0.700882, 2.686299, 4.944023], [-0.421613, 1.641441, 2.698584], [-0.301812, -5.491747, 3.135176], [0.130904, -4.136677, -1.168758]],
  "atomic_forces_ev_per_a": [[0.2, -0.1, -0.6], [0.0, 0.0, -0.1], [0.1, 0.0, 0.0], [0.0, -0.1, 0.0], [0.0, 0.0, 0.0], [0.1, 0.0, 0.2], [-0.1, 0.1, -0.1], [0.0, -0.1, 0.1], [0.0, 0.0, 0.1], [-0.3, 0.0, 0.1], [0.0, -0.1, -0.1], [0.0, 0.0, 0.0], [0.0, -0.1, -0.1], [0.0, 0.0, 0.1], [0.0, 0.0, 0.0], [-0.1, 0.0, 0.0], [0.0, 0.0, 0.0], [0.0, 0.0, 0.0], [0.0, 0.0, 0.0], [0.0, 0.0, 0.0], [-0.1, 0.0, 0.0], [0.0, 0.0, 0.0], [0.0, 0.0, 0.0], [0.0, 0.0, 0.0], [0.0, 0.0, 0.0], [0.0, 0.0, 0.0], [0.0, 0.0, 0.0], [0.0, 0.0, 0.0], [0.0, 0.0, 0.0], [0.0, 0.0, 0.0], [0.0, 0.0, 0.0], [0.0, 0.0, 0.0], [0.0, 0.1, -0.1], [0.0, 0.0, 0.1], [0.0, 0.0, 0.0], [0.0, 0.0, 0.0], [0.0, 0.0, 0.0], [0.0, 0.0, 0.0], [0.0, 0.0, 0.0], [0.0, 0.0, 0.0], [0.0, 0.0, 0.0], [0.0, 0.0, 0.0], [0.0, 0.0, 0.0], [0.0, 0.0, 0.0], [0.0, 0.0, 0.0], [0.0, 0.0, 0.0], [0.0, 0.0, 0.0], [0.0, 0.0, 0.0], [0.0, 0.0, 0.0], [0.0, 0.0, 0.0], [0.0, 0.0, 0.0], [0.0, 0.0, 0.0], [0.0, 0.0, 0.0], [0.0, 0.0, 0.0], [0.0, 0.0, 0.0], [0.0, 0.0, 0.0], [0.0, 0.0, 0.0], [0.0, 0.0, 0.0], [0.0, 0.0, 0.0], [0.0, 0.0, 0.0], [0.0, 0.0, 0.0], [0.0, 0.0, 0.0], [0.0, 0.0, 0.0], [0.0, 0.0, 0.0], [0.0, 0.0, 0.0], [0.0, 0.0, 0.0], [0.0, 0.0, 0.0], [0.0, 0.0, 0.0], [0.0, 0.0, 0.0], [0.0, 0.0, 0.0], [0.0, 0.0, 0.0], [0.0, 0.0, 0.0], [0.0, 0.0, 0.0], [0.0, 0.0, 0.0], [0.0, 0.0, 0.0], [0.0, 0.0, 0.0], [0.0, 0.0, 0.0], [0.0, 0.1, 0.0], [0.0, 0.0, 0.0], [0.0, 0.0, 0.0], [0.0, 0.0, 0.0], [0.0, 0.0, 0.0], [0.0, 0.0, 0.1], [0.0, 0.1, 0.1], [0.0, -0.1, -0.1], [0.0, 0.2, 0.0], [0.0, -0.1, 0.1], [0.0, 0.0, -0.1], [0.0, 0.1, 0.0], [0.0, 0.0, 0.0], [0.0, 0.0, 0.0], [0.0, 0.0, 0.0], [0.0, 0.0, 0.0], [0.0, 0.0, 0.0], [0.0, 0.0, 0.0], [0.0, 0.0, 0.0], [0.0, 0.0, 0.0]],
  "charge": 0,
  "lumo_energy_ev": [-0.36, 0.62],
  "multiplicity": 6
}